<A>
DFT (ωB97M-V/def2-TZVPD) results for 3 unconnected molecules or ions with the total composition C4H13NO2.

## Properties
<S²> ... 0.756
E_HOMO (spin up / spin down) ... -14.79 / -14.81 eV
LUMO energy (spin up / spin down) ... -3.775 / -7.966 eV
Orbital gap (spin up / spin down) ... 11.01 / 6.84 eV

ORCA input file:
```
! wB97M-V def2-TZVPD RIJCOSX def2/J DEFGRID3
* xyz 1 2
O 1.541 -2.778 -0.540
O 1.052 -1.876 1.976
N 1.551 0.681 -0.592
C -1.173 0.404 -1.486
C -0.803 1.172 -0.236
C 0.455 1.323 0.124
C -1.905 1.712 0.708
H 2.235 -2.366 0.014
H -1.664 1.284 1.629
H -0.417 -0.545 -1.670
H -2.007 2.760 0.956
H 0.912 1.829 1.008
H 2.186 1.347 -0.735
H 0.924 -2.493 2.746
H 1.375 -2.589 1.462
H 0.716 -2.287 -0.126
H -2.229 -0.105 -1.426
H -2.865 1.283 0.375
H -1.090 0.664 -2.558
H 1.207 0.578 -1.629
*
```


<B>
DFT (ωB97M-V/def2-TZVPD) results for 3 unconnected molecules or ions with the total composition C4H13NO2.

## Properties
<S²> ... 0.772
E_HOMO (spin up / spin down) ... -14.80 / -15.26 eV
LUMO energy (spin up / spin down) ... -3.479 / -7.080 eV
Orbital gap (spin up / spin down) ... 11.32 / 8.18 eV

ORCA input file:
```
! wB97M-V def2-TZVPD RIJCOSX def2/J DEFGRID3
* xyz 1 2
O -2.002 -1.534 0.316
O -0.407 -1.025 2.683
N 0.621 0.662 0.532
C 0.809 -0.104 -0.570
C 0.638 -1.473 -0.559
C 0.412 2.104 0.395
C 0.760 0.596 -1.915
H -0.643 2.373 0.241
H 0.560 2.570 1.380
H 0.708 -2.093 -1.448
H 0.615 0.333 1.494
H 1.096 2.492 -0.332
H -2.808 -1.145 -0.065
H 0.839 -0.106 -2.737
H -1.589 -1.568 -0.568
H 0.528 -1.975 0.394
H -1.153 -1.552 2.979
H 1.684 1.192 -1.958
H -0.082 1.273 -2.000
H -0.587 -1.017 1.738
*
```


<C>
DFT (ωB97M-V/def2-TZVPD) results for 2 unconnected molecules or ions with the total composition C4H13NO2.

## Properties
<S²> ... 0.755
E_HOMO (spin up / spin down) ... -14.73 / -14.66 eV
LUMO energy (spin up / spin down) ... -3.065 / -8.083 eV
Orbital gap (spin up / spin down) ... 11.66 / 6.58 eV

ORCA input file:
```
! wB97M-V def2-TZVPD RIJCOSX def2/J DEFGRID3
* xyz 1 2
O 0.626 -3.196 -0.776
O -1.995 0.498 0.084
N 0.626 -0.141 1.159
C 0.333 0.842 0.129
C -0.855 0.369 -0.779
C 1.221 0.346 2.365
C -1.000 1.294 -1.972
H -0.824 0.674 -2.841
H 0.479 0.916 2.938
H 1.955 1.119 2.037
H 1.212 1.093 -0.502
H -0.730 -0.664 -1.094
H -1.937 -0.181 0.771
H -0.057 1.734 0.632
H 1.600 -0.497 2.936
H -1.978 1.758 -2.055
H 0.288 -3.274 -1.660
H -0.186 2.015 -1.994
H 0.115 -3.732 -0.164
H 1.109 -0.974 0.788
*
```


Need the numbers? Relative energies in kcal/mol: <A> 48.9; <B> 0.0; <C> 12.0.


<A>
DFT (ωB97M-V/def2-TZVPD) results for C5H8O2S in the gas phase.

## Properties
E_HOMO ... -8.95 eV
SMILES ... O[C@@H]1COC=CSC1
LUMO energy ... 0.838 eV
Orbital gap ... 9.78 eV

ORCA input file:
```
! wB97M-V def2-TZVPD RIJCOSX def2/J DEFGRID3
* xyz 0 1
S 1.188 -1.146 -0.288
O -0.245 1.536 -0.489
O -1.824 -0.772 -0.891
C -1.203 1.148 0.471
C 1.055 1.539 -0.074
C -1.414 -0.340 0.388
C -0.210 -1.153 0.935
C 1.795 0.455 0.073
H -0.515 -2.176 1.119
H -2.104 1.730 0.257
H 0.198 -0.688 1.859
H -1.104 -0.490 -1.512
H -2.298 -0.591 1.011
H -0.872 1.494 1.442
H 2.722 0.496 0.552
H 1.383 2.555 0.164
*
```


<B>
DFT (ωB97M-V/def2-TZVPD) results for C5H8O2S in the gas phase.

## Properties
E_HOMO ... -8.93 eV
SMILES ... CC(C)(C=S)OC=O
LUMO energy ... -0.428 eV
Orbital gap ... 8.51 eV

ORCA input file:
```
! wB97M-V def2-TZVPD RIJCOSX def2/J DEFGRID3
* xyz 0 1
S 0.546 -2.151 -1.614
O 0.074 1.336 -0.347
O -0.598 2.224 1.719
C -0.137 2.392 0.587
C -0.065 0.018 0.228
C -1.372 -0.386 0.952
C -0.206 -0.754 -1.102
C 1.205 -0.335 0.950
H 2.184 0.153 0.525
H -0.781 -0.170 -1.863
H 1.255 -1.380 0.999
H -1.366 -1.454 1.055
H -2.149 -0.049 0.281
H 0.089 3.367 0.169
H 1.278 -0.161 2.013
H -1.598 0.021 1.976
*
```


<C>
DFT (ωB97M-V/def2-TZVPD) results for C5H8O2S in the gas phase.

## Properties
E_HOMO ... -9.04 eV
SMILES ... C1C[C@@H]2OC[C@H](O1)S2
LUMO energy ... 0.710 eV
Orbital gap ... 9.75 eV

ORCA input file:
```
! wB97M-V def2-TZVPD RIJCOSX def2/J DEFGRID3
* xyz 0 1
S 1.140 -1.545 -0.887
O -0.057 -1.144 1.326
O 0.725 1.061 -0.916
C -1.368 -0.168 -0.495
C -0.574 1.245 -0.652
C -0.407 -1.287 -0.047
C 1.307 -0.040 -0.098
C 0.854 -0.097 1.221
H 2.344 0.000 0.012
H -0.781 1.755 -1.595
H -2.202 -0.076 0.333
H -0.618 1.971 0.190
H -1.663 -0.395 -1.570
H 0.470 0.990 1.617
H 1.866 -0.162 1.892
H -1.036 -2.109 -0.329
*
```


<D>
DFT (ωB97M-V/def2-TZVPD) results for C5H8O2S in the gas phase.

## Properties
E_HOMO ... -9.28 eV
SMILES ... O[C@H]1[C@@H]2COC[C@]12S
LUMO energy ... 0.293 eV
Orbital gap ... 9.57 eV

ORCA input file:
```
! wB97M-V def2-TZVPD RIJCOSX def2/J DEFGRID3
* xyz 0 1
S -2.237 -1.161 0.199
O 1.754 -1.045 -0.130
O -1.700 1.648 -0.320
C 1.745 0.240 0.465
C 0.267 0.624 0.680
C -0.564 1.067 -0.528
C -0.550 -0.420 -0.044
C 0.514 -1.200 -0.738
H 2.224 0.129 1.450
H 0.137 -2.300 -0.769
H 0.051 1.316 -1.457
H 0.100 1.146 1.688
H -2.123 -0.966 1.720
H 2.248 1.063 -0.020
H 0.530 -0.912 -1.858
H -2.394 0.770 -0.337
*
```


Need the numbers? Relative energies in kcal/mol: <A> 0.0; <B> 6.4; <C> 56.5; <D> 46.4.


<A>
DFT (ωB97M-V/def2-TZVPD) results for a molecular structure, C5H8O2S.

## Properties
E_HOMO ... -8.61 eV
LUMO energy ... 0.714 eV
Orbital gap ... 9.33 eV

ORCA input file:
```
! wB97M-V def2-TZVPD RIJCOSX def2/J DEFGRID3
* xyz 0 1
S -0.287 -0.672 1.496
O -1.378 -1.220 -1.410
O 1.044 1.446 -0.763
C -1.419 0.235 0.439
C -0.928 0.018 -0.979
C 0.597 0.088 -0.965
C 1.679 1.103 0.423
C 1.099 -0.303 0.382
H 1.842 -1.095 0.474
H -1.037 -1.306 -2.335
H -1.322 1.301 0.678
H 1.063 -0.321 -1.876
H 1.399 1.665 1.325
H -2.428 -0.137 0.632
H 2.784 1.190 0.453
H -1.209 0.809 -1.691
*
```


<B>
DFT (ωB97M-V/def2-TZVPD) results for C5H8O2S in the gas phase.

## Properties
E_HOMO ... -8.65 eV
SMILES ... C/C=C(/OC)C(O)=S
LUMO energy ... -0.091 eV
Orbital gap ... 8.56 eV

ORCA input file:
```
! wB97M-V def2-TZVPD RIJCOSX def2/J DEFGRID3
* xyz 0 1
S 2.174 -1.600 0.161
O -0.261 -2.495 -0.501
O -1.364 -0.251 -0.629
C -2.079 -0.318 0.609
C 1.910 1.433 -0.116
C 0.612 -1.499 -0.246
C -0.015 -0.146 -0.322
C 0.505 1.053 -0.342
H 2.208 1.436 0.989
H -0.230 1.788 -0.536
H 1.944 2.531 -0.439
H -1.009 -1.964 -0.715
H -1.733 -1.049 1.441
H -3.118 -0.580 0.247
H -2.222 0.642 1.109
H 2.678 1.018 -0.711
*
```


Need the numbers? Relative energies in kcal/mol: <A> 0.0; <B> 16.3.